Entry 1:
Computed, not measured: C50H41F3N4OP2SbSeZn as an isolated structure in a non-equilibrium geometry, with ωB97M-V/def2-TZVPD.

Summary:
HOMO in eV: -3.80
Net charge: -1
Kohn-Sham gap in Ha: 0.219
Maximum force in eV Å⁻¹: 1.84
E in eV: -207555.2513
Energy above the lowest of the compared OMol25 structures with the same formula, charge and spin in kJ/mol: 283.9

The geometry in XYZ format:
```
104
C50H41F3N4OP2SbSeZn (ωB97M-V/def2-TZVPD)
Zn -1.219 -0.425 0.614
C 3.595 -1.047 1.653
C 3.916 -0.416 0.299
P 2.636 0.694 -0.441
C 2.186 1.959 0.773
C 1.080 2.730 0.428
C 0.620 3.725 1.270
C 1.285 3.978 2.459
C 2.411 3.241 2.791
C 2.869 2.237 1.954
C 3.624 1.597 -1.693
C 4.436 0.866 -2.570
C 4.978 1.449 -3.696
C 4.709 2.776 -3.992
C 3.899 3.511 -3.138
C 3.350 2.930 -2.014
C 2.627 -2.216 1.572
P 0.843 -1.656 1.494
C 0.234 -3.354 1.194
C 0.238 -4.404 2.102
C -0.182 -5.662 1.699
C -0.563 -5.887 0.389
C -0.563 -4.843 -0.521
C -0.180 -3.581 -0.114
C 0.541 -1.269 3.269
C 0.972 -1.975 4.388
C 0.626 -1.550 5.659
C -0.136 -0.409 5.841
C -0.537 0.326 4.739
C -0.194 -0.102 3.472
H 3.175 -0.315 2.346
H 4.543 -1.399 2.074
H 4.092 -1.221 -0.421
H 4.838 0.174 0.370
H 0.585 2.538 -0.512
H -0.260 4.293 0.998
H 0.942 4.762 3.119
H 2.939 3.454 3.711
H 3.765 1.695 2.220
H 4.649 -0.173 -2.361
H 5.609 0.860 -4.349
H 5.118 3.237 -4.879
H 3.683 4.547 -3.360
H 2.714 3.512 -1.363
H 2.756 -2.853 2.452
H 2.811 -2.830 0.685
H 0.528 -4.249 3.128
H -0.203 -6.477 2.410
H -0.878 -6.874 0.081
H -0.870 -5.016 -1.543
H -0.205 -2.747 -0.802
H 1.577 -2.864 4.286
H 0.950 -2.122 6.517
H -0.410 -0.088 6.835
H -1.123 1.225 4.865
H -0.503 0.480 2.606
C 1.530 -0.986 -2.248
C 1.228 -0.332 -0.890
O 0.001 0.225 -0.794
H 1.505 -0.267 -3.071
H 0.775 -1.743 -2.455
H 2.508 -1.468 -2.236
F -6.912 5.491 -3.284
C -5.808 4.751 -2.997
C -5.950 3.565 -2.305
C -4.814 2.835 -2.008
C -3.554 3.270 -2.399
C -3.449 4.467 -3.088
C -4.572 5.215 -3.398
Sb -1.824 2.102 -1.695
C -0.483 2.856 -3.252
C 0.003 4.141 -3.049
C 0.890 4.729 -3.931
C 1.325 3.985 -5.010
F 2.225 4.533 -5.869
C 0.887 2.694 -5.230
C -0.025 2.141 -4.345
C -2.579 0.442 -2.842
C -3.055 0.664 -4.129
C -3.573 -0.374 -4.881
C -3.623 -1.636 -4.317
F -4.128 -2.658 -5.054
C -3.170 -1.883 -3.036
C -2.647 -0.830 -2.305
H -6.930 3.234 -2.000
H -4.916 1.906 -1.463
H -2.478 4.820 -3.404
H -4.501 6.149 -3.934
H -0.327 4.692 -2.177
H 1.241 5.742 -3.793
H 1.248 2.150 -6.091
H -0.374 1.130 -4.501
H -3.022 1.663 -4.545
H -3.939 -0.218 -5.883
H -3.236 -2.873 -2.612
H -2.284 -1.009 -1.297
Se -2.619 -3.153 3.930
C -2.397 -2.434 2.388
N -2.213 -1.980 1.323
N -2.695 0.781 0.902
C -3.863 0.606 0.861
N -5.068 0.579 0.614
C -6.208 0.285 1.124
N -7.293 0.062 1.447
```

Entry 2:
Computed, not measured: a single C14H24O4S molecule in a non-equilibrium geometry, with ωB97M-V/def2-TZVPD.

Summary:
HOMO in eV: -9.14
Net charge: 0
Kohn-Sham gap in Ha: 0.341
Maximum force in eV Å⁻¹: 7.04
E in eV: -33918.7251

The geometry in XYZ format:
```
43
C14H24O4S (ωB97M-V/def2-TZVPD)
C -1.934 2.621 4.392
C -1.988 1.317 4.145
C -1.931 -0.077 3.298
C -2.876 0.025 1.949
C -3.258 1.439 1.549
O -3.511 2.750 1.104
S -2.762 2.786 -0.474
O -1.427 3.516 -0.201
O -2.334 1.323 -1.117
C -1.582 0.279 -0.525
O -0.249 0.712 -0.049
C 0.574 1.191 -1.136
C 1.333 0.068 -2.011
C 0.512 -0.194 -3.419
C 1.508 -1.369 -1.317
C 2.701 -1.519 -0.249
C 3.424 -2.975 -0.516
C 3.880 -0.423 -0.341
C -2.161 -0.674 0.642
H -1.910 3.780 4.457
H -2.344 -0.900 4.015
H -0.866 -0.319 2.943
H -3.771 -0.691 2.192
H -3.880 1.014 0.633
H -2.100 1.666 1.412
H -1.310 -0.474 -1.384
H 1.413 1.841 -0.643
H 0.046 1.903 -1.880
H 2.331 0.558 -2.371
H -0.335 0.596 -3.566
H 1.215 -0.082 -4.339
H -0.017 -1.220 -3.410
H 1.653 -2.187 -2.124
H 0.513 -1.625 -0.780
H 2.344 -1.520 0.864
H 2.718 -3.730 -1.032
H 4.356 -2.782 -1.194
H 3.851 -3.423 0.473
H 3.471 0.653 -0.299
H 4.368 -0.534 -1.397
H 4.681 -0.552 0.484
H -2.973 -1.356 0.148
H -1.374 -1.415 1.074
```

Entry 3:
Computed, not measured: C19H9CoN5O9SSe as an isolated structure, with ωB97M-V/def2-TZVPD.

Summary:
HOMO in eV: -5.50
Net charge: -1
Kohn-Sham gap in Ha: 0.233
Maximum force in eV Å⁻¹: 0.35
E in eV: -159541.0103
Energy above the lowest of the compared OMol25 structures with the same formula, charge and spin in kJ/mol: 0.0

The geometry in XYZ format:
```
45
C19H9CoN5O9SSe (ωB97M-V/def2-TZVPD)
Co -0.794 -0.226 0.043
O -4.712 4.215 0.580
C -3.706 3.312 0.452
C -3.338 2.470 1.499
C -2.336 1.567 1.262
N -1.694 1.483 0.088
C -1.986 2.340 -0.905
C -3.015 3.255 -0.743
C -1.094 2.473 -2.174
O -1.682 2.902 -3.167
O 0.122 2.275 -1.959
C -1.813 0.644 2.346
O -2.257 0.707 3.477
O -0.882 -0.157 1.933
H -5.113 4.113 1.449
H -3.800 2.491 2.478
H -3.250 3.899 -1.578
Se 6.233 -2.895 0.014
N 5.553 -1.245 0.073
C 4.256 -1.363 0.076
C 3.341 -0.227 0.116
C 3.742 1.109 0.182
C 2.778 2.086 0.246
C 1.428 1.733 0.214
N 1.047 0.468 0.129
C 1.980 -0.492 0.099
C 1.465 -1.854 0.081
N 0.131 -1.954 0.111
C -0.437 -3.150 0.117
C 0.332 -4.314 0.093
C 1.705 -4.225 0.064
C 2.299 -2.962 0.060
C 3.739 -2.723 0.045
N 4.627 -3.675 0.015
H 4.797 1.348 0.191
H 3.043 3.132 0.303
H 0.646 2.472 0.238
H -1.517 -3.159 0.120
H -0.167 -5.272 0.088
H 2.332 -5.106 0.042
O -2.472 -2.505 -2.078
S -2.470 -1.126 -1.642
O -2.460 -1.078 -0.085
O -1.083 -0.488 -1.831
O -3.518 -0.300 -2.163
```